## one
Density functional theory data (ωB97M-V/def2-TZVPD) for 2 unconnected molecules or ions with the total composition CN2O2.

Each line ends with the Mulliken charge.
Geometry (Å):
C: 1.686 0.005 0.026  0.725
N: -2.756 -0.498 0.011  -0.015
N: -2.280 0.491 0.010  0.018
O: 1.999 1.106 0.112  -0.340
O: 1.351 -1.104 -0.160  -0.389

Summary:
Charge = 0
SMILES string = O=C=O.N#N
LUMO = 0.55 eV
Frontier orbital gap = 13.62 eV
Highest occupied orbital energy = -0.480 Eh

## two
Density functional theory data (ωB97M-V/def2-TZVPD) for 2 unconnected molecules or ions with the total composition CN2O2.

Each line ends with the Mulliken charge.
Geometry (Å):
C: -0.755 -0.640 0.186  0.656
N: 0.385 -0.824 0.505  -0.565
N: 1.584 0.628 -0.333  0.409
O: -1.901 -0.653 -0.155  -0.474
O: 1.006 1.568 -0.134  -0.026

Summary:
Charge = 0
LUMO (alpha / beta) = -2.30 / -2.30 eV
Frontier orbital gap (alpha / beta) = 7.81 / 7.82 eV
Highest occupied orbital energy (alpha / beta) = -0.371 / -0.372 Eh

It is one that is the most stable of them.

## one
Density functional theory data (ωB97M-V/def2-TZVPD) for a gas-phase ion, C5H12N3O (charge +1).

Each line ends with the Mulliken charge.
Geometry (Å):
C: 0.367 -0.656 1.323  0.179
C: -0.296 0.596 -1.013  -0.629
C: -1.370 -0.279 -0.379  0.482
C: -2.075 -1.113 -1.465  -1.531
C: 2.685 2.026 0.346  -0.426
N: -0.743 -1.060 0.660  -0.235
N: 0.547 1.255 -0.053  -0.240
N: 0.722 -1.169 2.450  -0.276
O: 1.756 1.364 -0.542  -0.005
H: 0.344 -0.004 -1.821  0.338
H: -0.719 1.437 -1.702  0.450
H: -2.142 0.379 0.088  0.128
H: -2.494 -0.455 -2.313  0.332
H: -2.950 -1.569 -1.138  0.446
H: -1.450 -1.876 -1.800  0.471
H: 2.478 1.540 1.294  0.220
H: 2.255 3.076 0.313  0.282
H: 3.741 1.850 0.065  0.257
H: -1.195 -1.946 1.048  0.289
H: 0.426 -2.097 2.801  0.226
H: 1.324 -0.756 3.136  0.243

Summary:
Charge = +1
LUMO (alpha / beta) = -4.90 / -5.17 eV
Frontier orbital gap (alpha / beta) = 8.41 / 7.91 eV
Highest occupied orbital energy (alpha / beta) = -0.489 / -0.481 Eh

## two
Density functional theory data (ωB97M-V/def2-TZVPD) for a gas-phase ion, C5H12N3O (charge +1).

Each line ends with the Mulliken charge.
Geometry (Å):
C: 0.243 -1.721 -0.609  -0.241
C: -1.001 -0.859 -0.658  -0.108
C: 1.214 -0.598 1.247  -0.714
C: 0.380 0.533 0.877  -0.067
C: -1.113 0.695 -2.454  -0.615
N: 1.046 -1.754 0.446  -0.183
N: 0.300 1.657 1.855  -0.664
N: -1.032 0.136 0.494  -0.103
O: -1.642 -0.483 -1.774  -0.347
H: 0.299 -2.384 -1.451  0.470
H: 2.363 -0.383 1.157  0.278
H: 1.050 -0.713 2.345  0.415
H: 0.597 0.964 -0.053  0.328
H: -0.134 0.981 -2.079  0.240
H: -1.672 1.676 -2.555  0.278
H: -1.064 0.483 -3.547  0.307
H: 1.591 -2.610 0.810  0.318
H: 1.024 2.359 1.635  0.302
H: 0.606 1.320 2.798  0.318
H: -1.417 1.072 0.270  0.402
H: -1.639 -0.371 1.247  0.387

Summary:
Charge = +1
SMILES string = COC1=CNC[C@H](N)[NH2+]1
LUMO = -3.03 eV
Frontier orbital gap = 9.12 eV
Highest occupied orbital energy = -0.446 Eh

It is two that is the most stable of them.

## one
Density functional theory data (ωB97M-V/def2-TZVPD) for 2 unconnected molecules or ions with the total composition C2H5BrOS.

Each line ends with the Mulliken charge.
Geometry (Å):
C: 1.291 0.716 1.819  -0.680
C: -1.445 -1.661 -2.347  0.117
O: -0.798 -2.312 -1.625  -0.333
S: 0.797 1.491 0.328  -0.190
Br: -1.580 0.157 -2.246  -0.067
H: 0.893 -0.265 1.913  0.269
H: 0.916 1.335 2.558  0.265
H: 2.514 0.562 1.852  0.222
H: -2.254 -2.134 -3.033  0.285
H: -0.335 2.111 0.782  0.111

Summary:
Charge = 0
SMILES string = O=CBr.CS
LUMO = 0.68 eV
Frontier orbital gap = 9.49 eV
Highest occupied orbital energy = -0.324 Eh

## two
Density functional theory data (ωB97M-V/def2-TZVPD) for 2 unconnected molecules or ions with the total composition C2H5BrOS.

Each line ends with the Mulliken charge.
Geometry (Å):
C: 0.256 -1.454 0.004  -0.851
C: 0.004 1.329 1.417  -0.164
O: -1.065 1.319 0.660  -0.405
S: 1.542 -0.273 0.351  -0.145
Br: 1.119 2.937 1.331  -0.115
H: 0.759 -2.308 -0.501  0.303
H: -0.578 -1.061 -0.545  0.269
H: -0.055 -2.115 0.794  0.322
H: -0.232 0.843 2.328  0.431
H: -1.211 1.900 -0.116  0.355

Summary:
Charge = 0
LUMO = -0.01 eV
Frontier orbital gap = 8.37 eV
Highest occupied orbital energy = -0.308 Eh

It is one that is the most stable of them.

## one
Density functional theory data (ωB97M-V/def2-TZVPD) for a molecular structure, C3H6N2S2.

Each line ends with the Mulliken charge.
Geometry (Å):
C: 0.561 1.274 -1.477  -0.694
C: -0.666 0.318 0.606  0.462
C: 0.182 -2.203 1.031  -0.206
H: -0.154 0.519 -2.344  0.237
H: 1.695 1.201 -1.777  0.284
H: 0.319 2.438 -1.522  0.257
H: 1.408 0.965 0.705  0.324
H: -2.421 0.580 1.113  0.256
H: 0.468 -2.063 0.027  0.331
N: 0.556 0.517 -0.118  -0.328
N: -1.834 0.879 0.253  -0.608
S: -0.514 -0.737 1.852  -0.147
S: 0.400 -3.688 1.651  -0.168

Summary:
Charge = 0
LUMO = -0.51 eV
Frontier orbital gap = 8.48 eV
Highest occupied orbital energy = -0.331 Eh

## two
Density functional theory data (ωB97M-V/def2-TZVPD) for C3H6N2S2 in the gas phase.

Each line ends with the Mulliken charge.
Geometry (Å):
C: -0.848 -0.458 -0.370  0.796
C: -0.207 -1.357 0.600  -0.845
C: 0.080 0.631 -0.821  -0.617
N: -2.049 -0.456 -0.752  -0.703
N: 2.043 0.894 0.602  -0.612
S: 1.346 -2.051 -0.201  -0.188
S: 1.886 0.168 -0.753  0.229
H: 0.275 -0.869 1.556  0.323
H: -0.754 -2.226 0.948  0.412
H: -0.105 0.985 -1.878  0.401
H: 0.175 1.498 -0.168  0.321
H: -2.096 0.202 -1.416  0.248
H: 2.914 0.870 1.162  0.235

Summary:
Charge = 0
LUMO = -0.12 eV
Frontier orbital gap = 8.63 eV
Highest occupied orbital energy = -0.321 Eh

It is two that is the most stable of them.

## one
Density functional theory data (ωB97M-V/def2-TZVPD) for C3H6N2S2 in the gas phase.

Each line ends with the Mulliken charge.
Geometry (Å):
C: 1.241 0.644 -0.011  -0.092
C: -0.069 0.391 -0.619  -0.286
C: 2.498 0.220 -0.268  -0.639
N: -1.735 -1.141 0.822  -0.331
N: -2.489 -0.129 0.412  -0.263
S: -0.370 -1.420 -0.293  0.007
S: -1.657 1.343 -0.091  -0.010
H: 1.177 0.967 1.127  0.130
H: -0.148 0.458 -1.678  0.423
H: 2.644 -0.519 -1.033  0.216
H: 3.305 0.498 0.337  0.274
H: -1.325 -0.839 1.617  0.296
H: -3.070 -0.473 -0.321  0.276

Summary:
Charge = 0
SMILES string = C=CC1SNNS1
LUMO = 0.41 eV
Frontier orbital gap = 9.00 eV
Highest occupied orbital energy = -0.316 Eh

## two
Density functional theory data (ωB97M-V/def2-TZVPD) for C3H6N2S2 in the gas phase.

Each line ends with the Mulliken charge.
Geometry (Å):
C: 0.629 0.410 -2.437  -0.944
C: 0.383 -0.279 0.230  0.314
C: -1.444 0.196 1.959  0.114
H: 1.600 0.870 -2.224  0.323
H: 0.783 -0.627 -2.714  0.333
H: 0.112 0.920 -3.264  0.331
H: 0.304 -0.842 2.119  0.218
H: -1.542 -0.069 2.997  0.347
H: -2.246 1.087 0.442  0.260
N: -0.238 -0.322 1.456  -0.251
N: -2.370 0.870 1.429  -0.654
S: -0.475 0.582 -1.035  -0.057
S: 1.840 -1.028 0.031  -0.335

Summary:
Charge = 0
SMILES string = [H]/N=C\NC(=S)SC
LUMO = 0.00 eV
Frontier orbital gap = 8.97 eV
Highest occupied orbital energy = -0.330 Eh

## three
Density functional theory data (ωB97M-V/def2-TZVPD) for C3H6N2S2 in the gas phase.

Each line ends with the Mulliken charge.
Geometry (Å):
C: -2.126 -0.528 -0.298  -0.802
C: 0.661 -1.179 0.196  0.083
C: 0.833 0.303 0.269  0.464
H: -3.067 -1.033 -0.390  0.355
H: -2.085 0.514 0.353  0.261
H: -1.905 -0.064 -1.320  0.282
H: 1.877 1.822 -0.385  0.249
H: 2.526 0.381 -1.048  0.263
H: 0.500 1.874 1.486  0.204
N: 1.681 0.905 -0.683  -0.440
N: 0.200 0.877 1.317  -0.646
S: -0.984 -1.679 0.251  -0.025
S: 1.889 -2.193 0.253  -0.248

Summary:
Charge = 0
SMILES string = [H]/N=C(\N)C(=S)SC
LUMO = -0.49 eV
Frontier orbital gap = 8.23 eV
Highest occupied orbital energy = -0.320 Eh

It is two that is the most stable of them.

## one
Density functional theory data (ωB97M-V/def2-TZVPD) for 2 unconnected molecules or ions with the total composition C4H12O.

Each line ends with the Mulliken charge.
Geometry (Å):
C: -2.066 0.037 0.656  -0.288
C: -0.812 -0.836 0.640  -0.796
O: -2.943 -0.348 -0.458  -0.522
H: -2.647 -0.226 1.610  0.225
H: -1.887 1.161 0.712  0.295
H: -0.459 -0.952 1.645  0.348
H: -2.866 0.460 -1.071  0.320
H: -0.188 -0.520 -0.206  0.131
H: -1.195 -1.889 0.363  0.278
C: 3.325 -0.039 -0.370  -0.685
C: 2.260 1.076 -0.464  -0.601
H: 3.944 -0.135 0.587  0.238
H: 2.626 -0.883 -0.301  0.218
H: 4.068 0.037 -1.200  0.243
H: 2.199 1.669 0.546  0.207
H: 1.195 0.791 -0.578  0.084
H: 2.516 1.842 -1.213  0.305

Summary:
Charge = 0
SMILES string = CCO.CC
LUMO = 0.87 eV
Frontier orbital gap = 11.17 eV
Highest occupied orbital energy = -0.378 Eh

## two
Density functional theory data (ωB97M-V/def2-TZVPD) for 2 unconnected molecules or ions with the total composition C4H12O.

Each line ends with the Mulliken charge.
Geometry (Å):
C: 0.589 -0.488 2.509  -0.287
C: -0.367 0.319 1.640  -0.809
O: 1.644 0.335 3.009  -0.533
H: 0.053 -0.865 3.373  0.259
H: 0.993 -1.356 1.998  0.299
H: -1.344 -0.166 1.603  0.320
H: 2.454 0.108 2.530  0.310
H: 0.108 0.570 0.699  0.099
H: -0.522 1.254 2.165  0.323
C: -0.982 0.548 -2.709  -0.809
C: 0.089 -0.428 -2.200  -0.664
H: -1.924 0.055 -2.915  0.266
H: -1.208 1.250 -1.907  0.256
H: -0.676 1.042 -3.620  0.282
H: -0.319 -1.418 -2.040  0.269
H: 0.508 -0.182 -1.232  0.100
H: 0.904 -0.577 -2.905  0.320

Summary:
Charge = 0
SMILES string = CCO.CC
LUMO = 0.92 eV
Frontier orbital gap = 11.25 eV
Highest occupied orbital energy = -0.380 Eh

## three
Density functional theory data (ωB97M-V/def2-TZVPD) for 2 unconnected molecules or ions with the total composition C4H12O.

Each line ends with the Mulliken charge.
Geometry (Å):
C: -2.386 -0.986 -1.056  -0.776
C: -1.613 -0.369 -2.223  -0.754
H: -2.474 -2.058 -0.965  0.310
H: -1.839 -0.581 -0.183  0.138
H: -3.266 -0.398 -0.785  0.312
H: -1.914 -0.674 -3.229  0.308
H: -0.579 -0.669 -2.132  0.229
H: -1.727 0.708 -2.162  0.246
C: 2.382 0.354 1.663  -0.107
C: 1.310 0.848 0.735  -1.169
O: 1.896 0.117 2.994  -0.516
H: 2.919 -0.480 1.224  0.232
H: 3.175 1.079 1.866  0.236
H: 1.753 1.287 -0.172  0.367
H: 0.931 0.107 2.973  0.294
H: 0.730 1.677 1.131  0.384
H: 0.701 0.039 0.322  0.266

Summary:
Charge = 0
SMILES string = CCO.CC
LUMO = 0.91 eV
Frontier orbital gap = 11.10 eV
Highest occupied orbital energy = -0.375 Eh

## four
Density functional theory data (ωB97M-V/def2-TZVPD) for 2 unconnected molecules or ions with the total composition C4H12O.

Each line ends with the Mulliken charge.
Geometry (Å):
C: 0.873 0.740 2.024  -0.658
C: 1.428 0.028 3.261  -0.907
H: -0.203 0.873 2.114  0.254
H: 0.951 0.080 1.170  0.180
H: 1.349 1.704 1.868  0.301
H: 0.691 -0.622 3.743  0.275
H: 2.211 -0.662 2.980  0.274
H: 1.868 0.662 4.029  0.284
C: -1.336 -0.415 -1.799  -0.263
O: -0.776 0.452 -0.810  -0.476
C: -0.303 -0.931 -2.765  -0.951
H: -1.761 -1.203 -1.183  0.249
H: -2.188 0.035 -2.314  0.284
H: -0.552 1.327 -1.159  0.270
H: 0.511 -1.370 -2.195  0.245
H: -0.723 -1.721 -3.387  0.339
H: 0.110 -0.152 -3.408  0.301

Summary:
Charge = 0
SMILES string = CCO.CC
LUMO = 0.98 eV
Frontier orbital gap = 11.42 eV
Highest occupied orbital energy = -0.384 Eh

It is four that is the most stable of them.

## one
Density functional theory data (ωB97M-V/def2-TZVPD) for 2 unconnected molecules or ions with the total composition C4H6ClN.

Each line ends with the Mulliken charge.
Geometry (Å):
C: -0.154 -1.409 -0.962  0.377
C: -1.571 0.953 0.574  -0.909
C: 1.622 0.135 -0.232  -0.918
C: 0.570 -0.845 0.020  0.170
N: -0.816 -1.787 -1.828  -0.406
Cl: 0.635 -1.544 1.593  -0.158
H: -1.409 1.984 0.840  0.318
H: -2.211 0.796 -0.291  0.313
H: -2.101 0.341 1.344  0.299
H: 1.476 0.929 0.438  0.328
H: 1.296 0.618 -1.301  0.256
H: 2.662 -0.171 -0.197  0.330

Summary:
Charge = 0
LUMO (alpha / beta) = -1.22 / -0.47 eV
Frontier orbital gap (alpha / beta) = 8.52 / 8.40 eV
Highest occupied orbital energy (alpha / beta) = -0.358 / -0.326 Eh

## two
Density functional theory data (ωB97M-V/def2-TZVPD) for 2 unconnected molecules or ions with the total composition C4H6ClN.

Each line ends with the Mulliken charge.
Geometry (Å):
C: 0.481 -0.535 -0.737  0.438
C: -0.087 0.578 -0.003  0.605
C: 1.204 -1.615 -0.849  -0.959
C: -0.361 1.106 1.351  -0.967
N: -0.270 0.551 -1.236  -0.600
Cl: -1.558 -2.940 -2.638  -0.250
H: 1.738 -1.850 0.099  0.206
H: -0.757 -3.879 -2.957  0.235
H: 1.347 -1.938 -1.807  0.363
H: 0.457 0.917 2.052  0.294
H: -1.122 0.548 1.709  0.308
H: -0.667 2.133 1.359  0.327

Summary:
Charge = 0
SMILES string = C=C1N=C1C.Cl
LUMO = 0.83 eV
Frontier orbital gap = 9.67 eV
Highest occupied orbital energy = -0.325 Eh

It is two that is the most stable of them.

## one
Density functional theory data (ωB97M-V/def2-TZVPD) for C5H5N3O3 in the gas phase.

Each line ends with the Mulliken charge.
Geometry (Å):
C: -1.310 -0.791 1.313  -0.169
C: -0.941 -1.503 -0.822  -0.171
C: -0.312 0.866 -0.174  0.414
C: 1.121 -1.159 0.548  0.234
C: -0.340 -0.661 0.187  1.234
N: -2.138 -0.839 2.146  -0.497
N: -1.464 1.384 -0.772  -0.430
N: 1.522 -0.954 1.845  -0.351
O: -1.966 -1.181 -1.388  -0.519
O: 0.739 1.491 -0.055  -0.593
O: 1.719 -1.734 -0.294  -0.551
H: -0.279 -2.390 -0.951  0.370
H: -2.247 0.721 -1.099  0.295
H: -1.219 2.297 -1.220  0.293
H: 0.925 -0.447 2.397  0.191
H: 2.502 -0.997 2.118  0.250

Summary:
Charge = 0
SMILES string = N#CC(C=O)(C(N)=O)C(N)=O
LUMO = -0.22 eV
Frontier orbital gap = 10.44 eV
Highest occupied orbital energy = -0.392 Eh

## two
Density functional theory data (ωB97M-V/def2-TZVPD) for C5H5N3O3 in the gas phase.

Each line ends with the Mulliken charge.
Geometry (Å):
C: -2.257 -0.879 -1.100  -0.368
C: -1.897 -0.070 -0.054  -0.237
C: -0.128 -0.699 -1.257  0.532
C: 1.783 0.077 -0.410  -0.703
C: 0.871 0.892 0.425  0.004
N: -1.160 -1.331 -1.775  -0.687
N: -0.524 0.005 -0.139  -0.055
N: 0.890 0.493 1.864  0.954
O: 0.363 1.266 2.673  -0.550
O: 1.402 -0.574 2.125  -0.569
O: 1.111 -0.501 -1.546  -0.343
H: -3.356 -1.236 -1.227  0.291
H: -2.269 0.644 0.615  0.426
H: 2.594 0.702 -0.797  0.320
H: 1.960 -0.684 0.350  0.460
H: 0.618 1.895 0.255  0.524

Summary:
Charge = 0
SMILES string = O=[N+]([O-])[C@H]1COc2nccn21
LUMO = -1.14 eV
Frontier orbital gap = 7.29 eV
Highest occupied orbital energy = -0.310 Eh

It is one that is the most stable of them.

## one
Density functional theory data (ωB97M-V/def2-TZVPD) for C2H4O3S in the gas phase.

Each line ends with the Mulliken charge.
Geometry (Å):
C: -0.788 1.265 -0.185  -0.830
C: 0.633 -0.835 -0.691  -0.095
O: 0.126 -0.228 1.788  -0.680
O: -1.901 -1.035 0.470  -0.622
O: 1.891 -0.842 -0.218  -0.396
S: -0.604 -0.245 0.565  1.106
H: -0.352 2.126 0.032  0.396
H: -1.553 1.084 -0.865  0.414
H: 0.541 -0.301 -1.645  0.325
H: 2.008 -0.989 0.749  0.381

Summary:
Charge = 0
LUMO (alpha / beta) = -0.89 / -1.61 eV
Frontier orbital gap (alpha / beta) = 9.23 / 7.62 eV
Highest occupied orbital energy (alpha / beta) = -0.372 / -0.339 Eh

## two
Density functional theory data (ωB97M-V/def2-TZVPD) for a molecular structure, C2H4O3S.

Each line ends with the Mulliken charge.
Geometry (Å):
C: -2.404 0.665 0.450  -0.003
C: -1.555 0.859 -0.429  -0.679
O: 2.050 0.950 -0.027  -0.458
O: 2.615 -0.896 -1.472  -0.462
O: 0.480 -0.983 0.814  -0.619
S: 2.508 -0.392 -0.077  0.789
H: -3.088 0.352 1.326  0.334
H: -0.965 1.248 -1.321  0.369
H: 0.227 -0.139 0.414  0.359
H: 0.132 -1.665 0.322  0.370

Summary:
Charge = 0
LUMO = -0.16 eV
Frontier orbital gap = 10.68 eV
Highest occupied orbital energy = -0.398 Eh

It is two that is the most stable of them.